Computed, not measured: the ion C5H6N with charge +1 in a non-equilibrium geometry, with ωB97M-V/def2-TZVPD.

Cartesian coordinates (Å):
C: 1.6526 -0.4650 -0.1570
C: 0.7208 -1.0830 0.4532
C: -0.6359 -0.8891 0.8777
C: -0.3802 0.8194 -1.0485
C: -0.5777 0.5561 0.3878
N: 0.7842 0.8167 -0.2372
H: 2.6648 -0.5017 -0.4877
H: -1.3594 -1.5361 0.3767
H: -0.7699 -0.9454 1.9590
H: -0.5348 0.0693 -1.8154
H: -0.6401 1.8268 -1.3669
H: -0.9244 1.3320 1.0582

Its highest occupied orbital energy is -15.37 eV. For the largest force on an atom, the calculation gives 2.524 eV/Å. Its molecular weight is 80.11 g/mol. For the energy above the lowest of the compared OMol25 structures with the same formula, charge and spin, the calculation gives 122.8 kcal per mole. As for the charge: +1. The calculation puts the HOMO-LUMO gap at 8.8 eV. As for the total energy: -6759.854 eV.

***

Computed, not measured: the ion C5H6N with charge +1 in a non-equilibrium geometry, with ωB97M-V/def2-TZVPD.

Cartesian coordinates (Å):
N: 0.6988 -1.1155 0.4014
C: -0.0516 0.2270 0.5752
C: -1.2002 0.1822 1.5477
C: -1.9619 0.9688 0.8920
C: -2.0361 1.3394 -0.4303
C: -0.6328 0.7416 -0.7424
H: 0.5143 -1.5643 1.3372
H: 1.6520 -1.2173 0.1124
H: 0.2035 -1.6720 -0.2909
H: 0.8043 0.8328 0.9104
H: -2.8715 1.6965 -1.0142
H: -0.2187 1.0877 -1.6887

Its highest occupied orbital energy (alpha / beta) is -13.41 / -13.41 eV. For the largest force on an atom, the calculation gives 5.995 eV/Å. Its molecular weight is 80.11 g/mol. For the energy above the lowest of the compared OMol25 structures with the same formula, charge and spin, the calculation gives 154.4 kcal per mole. As for the charge: +1. The calculation puts the HOMO-LUMO gap (alpha / beta) at 8.2 / 8.2 eV. As for the total energy: -6758.483 eV.

***

Computed, not measured: a cluster of 2 separate species, C5H6N in total in a non-equilibrium geometry, with ωB97M-V/def2-TZVPD.

Cartesian coordinates (Å):
C: 2.3027 -0.3267 1.3754
C: 0.2262 -0.2087 -2.4106
C: 1.3028 -0.5029 0.7889
C: -1.3396 0.6718 0.5445
C: -0.6352 -0.5144 -0.1045
N: -0.2486 -0.5035 -1.3971
H: 3.2264 -0.1875 1.9862
H: 0.8719 -0.0587 -3.1775
H: -2.3147 0.5347 0.8385
H: -1.5246 1.5441 -0.0653
H: -0.7995 1.0639 1.4080
H: -1.0678 -1.5122 0.2135

Its highest occupied orbital energy is -14.63 eV. For the largest force on an atom, the calculation gives 7.523 eV/Å. Its molecular weight is 80.11 g/mol. For the energy above the lowest of the compared OMol25 structures with the same formula, charge and spin, the calculation gives 166.0 kcal per mole. As for the charge: +1. The calculation puts the HOMO-LUMO gap at 8.3 eV. As for the total energy: -6757.977 eV.

***

Computed, not measured: a cluster of 2 separate species, C5H6N in total in a non-equilibrium geometry, with ωB97M-V/def2-TZVPD.

Cartesian coordinates (Å):
C: 2.4508 -0.0376 -0.3152
C: -1.5702 0.6497 -0.3803
C: -3.4749 -0.4645 0.6294
C: 2.9334 -0.3035 0.8814
C: 2.3308 0.3533 -1.4554
N: -2.5720 0.2622 0.0782
H: -4.3734 -0.0569 1.1682
H: -3.4461 -1.4330 0.3029
H: 3.1223 0.5285 1.5116
H: 3.5084 -1.1976 1.1280
H: 2.1881 0.6676 -2.3818
H: -1.0971 1.0316 -1.1671

Its highest occupied orbital energy (alpha / beta) is -11.10 / -13.08 eV. For the largest force on an atom, the calculation gives 4.060 eV/Å. Its molecular weight is 80.11 g/mol. For the energy above the lowest of the compared OMol25 structures with the same formula, charge and spin, the calculation gives 179.3 kcal per mole. As for the charge: +1. The calculation puts the HOMO-LUMO gap (alpha / beta) at 3.4 / 7.8 eV. As for the total energy: -6757.404 eV.

***

Computed, not measured: the ion C5H6N with charge +1 in a non-equilibrium geometry, with ωB97M-V/def2-TZVPD.

Cartesian coordinates (Å):
C: 2.0118 0.0119 0.0606
C: 3.0943 -0.5346 -0.2845
C: 0.6929 0.0469 0.7546
C: 1.0343 0.9274 -0.3224
C: -0.2159 -0.4697 -0.2213
N: -1.7095 -0.2767 -0.1166
H: 0.4604 0.1134 1.8321
H: 0.9333 1.9815 -0.7405
H: -0.0155 -1.2986 -0.8665
H: -1.7162 0.6754 0.5320
H: -2.2820 -1.0138 0.3046
H: -2.2880 -0.1631 -0.9322

Its highest occupied orbital energy is -13.55 eV. For the largest force on an atom, the calculation gives 4.899 eV/Å. Its molecular weight is 80.11 g/mol. For the energy above the lowest of the compared OMol25 structures with the same formula, charge and spin, the calculation gives 198.1 kcal per mole. As for the charge: +1. The calculation puts the HOMO-LUMO gap at 9.0 eV. As for the total energy: -6756.585 eV.

***

Computed, not measured: the ion C5H6N with charge +1 in a non-equilibrium geometry, with ωB97M-V/def2-TZVPD.

Cartesian coordinates (Å):
C: -1.5057 -0.5513 -0.1861
C: -0.3944 -1.2669 -0.1853
C: -1.0665 0.7761 0.2293
C: 1.5808 0.1968 -0.4245
C: 0.4807 0.6237 0.4585
N: 0.8133 -0.7222 0.3849
H: -2.5854 -0.8774 -0.5553
H: -1.2986 1.6361 -0.5067
H: -1.4785 1.0624 1.1201
H: 1.5499 0.1643 -1.4879
H: 2.6369 0.2804 -0.0691
H: 1.2676 -1.3221 1.2222

Its highest occupied orbital energy (alpha / beta) is -15.01 / -14.69 eV. For the largest force on an atom, the calculation gives 5.398 eV/Å. Its molecular weight is 80.11 g/mol. For the energy above the lowest of the compared OMol25 structures with the same formula, charge and spin, the calculation gives 167.6 kcal per mole. As for the charge: +1. The calculation puts the HOMO-LUMO gap (alpha / beta) at 9.0 / 8.9 eV. As for the total energy: -6757.910 eV.

***

Computed, not measured: the ion C5H6N with charge +1 in a non-equilibrium geometry, with ωB97M-V/def2-TZVPD.

Cartesian coordinates (Å):
C: 0.0083 1.2150 -0.0744
C: 1.4413 0.9111 -0.0197
C: -1.0492 -0.7954 -0.1035
C: 0.3618 -1.2296 0.0916
C: -1.2025 0.8340 0.0977
N: 1.4334 -0.5757 -0.0168
H: 2.0045 1.2171 -0.7905
H: 1.9553 1.3986 0.8236
H: -1.3640 -0.8153 -1.1202
H: -1.8213 -1.1682 0.5453
H: 0.3761 -2.3915 0.1918
H: -2.1437 1.3998 0.3752

Its highest occupied orbital energy is -15.61 eV. For the largest force on an atom, the calculation gives 3.878 eV/Å. Its molecular weight is 80.11 g/mol. For the energy above the lowest of the compared OMol25 structures with the same formula, charge and spin, the calculation gives 105.0 kcal per mole. As for the charge: +1. The calculation puts the HOMO-LUMO gap at 9.0 eV. As for the total energy: -6760.624 eV.

***

Computed, not measured: the ion C5H6N with charge +1 in a non-equilibrium geometry, with ωB97M-V/def2-TZVPD.

Cartesian coordinates (Å):
C: -0.4736 0.7711 -0.7016
C: -0.1987 -0.3440 -0.3522
C: 0.2545 -1.4554 1.8987
C: 1.3407 -1.4860 1.1696
C: -0.6076 2.0236 -1.2817
N: 0.0366 -1.4891 0.4134
H: -0.3614 -1.6672 2.7015
H: 2.3392 -1.2947 0.9530
H: -0.4099 2.8968 -0.5966
H: -0.0012 2.2349 -2.1308
H: -1.6656 2.1638 -1.8672
H: -0.2530 -2.3539 -0.2061

As for the spin multiplicity: 3. Its highest occupied orbital energy (alpha / beta) is -12.21 / -14.58 eV. For the largest force on an atom, the calculation gives 6.868 eV/Å. Its molecular weight is 80.11 g/mol. For the energy above the lowest of the compared OMol25 structures with the same formula, charge and spin, the calculation gives 138.4 kcal per mole. As for the charge: +1. The calculation puts the HOMO-LUMO gap (alpha / beta) at 8.5 / 6.1 eV. As for the total energy: -6754.918 eV.

***

Computed, not measured: the molecule C5H6N2 in a non-equilibrium geometry, with ωB97M-V/def2-TZVPD.

Cartesian coordinates (Å):
C: -2.3198 0.1071 0.1044
C: -0.8289 0.2041 -0.2842
C: 0.1221 1.2878 0.0151
N: 1.3919 1.1050 0.0164
C: 1.6889 -0.2401 -0.0077
N: 0.9392 -1.3262 0.1124
C: -0.3305 -1.1865 -0.0803
H: -2.9831 0.9628 -0.2757
H: -2.9919 -0.6766 -0.1492
H: -2.2564 0.3573 1.2875
H: 0.2059 2.3910 -0.1303
H: 2.6625 -0.4502 0.1667
H: -0.9451 -2.0703 -0.2844

Its highest occupied orbital energy is -9.34 eV. For the largest force on an atom, the calculation gives 5.744 eV/Å. Its molecular weight is 94.12 g/mol. For the energy above the lowest of the compared OMol25 structures with the same formula, charge and spin, the calculation gives 68.7 kcal per mole. The calculation puts the HOMO-LUMO gap at 9.5 eV. As for the total energy: -8259.378 eV.

***

Computed, not measured: the molecule C5H6N2 in a non-equilibrium geometry, with ωB97M-V/def2-TZVPD.

Cartesian coordinates (Å):
C: 1.5340 -0.8642 -1.8247
C: 1.0068 -0.1378 -0.8696
N: 0.7371 0.9328 -0.2924
C: -0.1194 0.7406 0.8476
C: -1.6035 0.6429 0.4981
C: 0.3172 -0.6754 1.2840
N: 0.4071 -1.5872 1.9870
H: 2.5619 -1.1842 -1.7997
H: 0.9663 -1.2506 -2.6530
H: 0.0839 1.5097 1.6018
H: -1.9204 1.5801 0.0406
H: -1.7861 -0.1574 -0.2174
H: -2.1849 0.4509 1.3977

Its highest occupied orbital energy is -9.63 eV. For the largest force on an atom, the calculation gives 3.518 eV/Å. Its molecular weight is 94.12 g/mol. For the energy above the lowest of the compared OMol25 structures with the same formula, charge and spin, the calculation gives 64.2 kcal per mole. The calculation puts the HOMO-LUMO gap at 10.0 eV. As for the total energy: -8259.573 eV.

***

Computed, not measured: the molecule C5H6N2 in a non-equilibrium geometry, with ωB97M-V/def2-TZVPD.

Cartesian coordinates (Å):
C: -1.5388 1.2826 -0.5923
C: -0.0968 0.9265 -0.0331
C: 0.2558 -0.1736 0.7882
C: 0.6735 -1.3339 1.3794
N: 1.3653 -2.0045 0.4496
C: 1.3168 -1.3403 -0.6957
N: 0.6023 -0.2314 -0.4889
H: -2.1657 0.3489 -0.7948
H: -1.3312 1.9428 -1.4627
H: -2.1430 1.8261 0.1295
H: 0.2917 1.7967 0.3518
H: 0.7775 -1.5053 2.4239
H: 1.9925 -1.5348 -1.4548

Its highest occupied orbital energy is -8.71 eV. For the largest force on an atom, the calculation gives 4.698 eV/Å. Its molecular weight is 94.12 g/mol. For the energy above the lowest of the compared OMol25 structures with the same formula, charge and spin, the calculation gives 94.7 kcal per mole. The calculation puts the HOMO-LUMO gap at 9.6 eV. As for the total energy: -8258.252 eV.

***

Computed, not measured: a cluster of 2 separate species, C5H6N2 in total in a non-equilibrium geometry, with ωB97M-V/def2-TZVPD.

Cartesian coordinates (Å):
N: 1.9372 1.3340 1.5940
C: 1.8179 0.9155 0.5173
C: 1.7401 0.4136 -0.8501
C: 0.5644 -0.2165 -1.4285
N: 0.6583 0.9832 -1.7651
H: 2.7138 0.2253 -1.3012
H: -0.0431 -1.1028 -1.5698
C: -1.9064 -0.8583 0.4479
C: -1.2059 0.0323 1.1510
H: -2.4835 -0.6419 -0.4609
H: -1.8827 -1.8996 0.7604
H: -0.7026 -0.2628 2.0760
H: -1.1077 1.0751 0.8446

Its highest occupied orbital energy is -10.39 eV. For the largest force on an atom, the calculation gives 1.579 eV/Å. Its molecular weight is 94.12 g/mol. For the energy above the lowest of the compared OMol25 structures with the same formula, charge and spin, the calculation gives 81.5 kcal per mole. The calculation puts the HOMO-LUMO gap at 11.1 eV. As for the total energy: -8258.825 eV.

***

Which value of molecular weight does entry 3 give?
80.11 g/mol

***

Number 5 is which compound?
C5H6N

***

Repeat the third record exactly.
Computed, not measured: a cluster of 2 separate species, C5H6N in total in a non-equilibrium geometry, with ωB97M-V/def2-TZVPD.

Cartesian coordinates (Å):
C: 2.3027 -0.3267 1.3754
C: 0.2262 -0.2087 -2.4106
C: 1.3028 -0.5029 0.7889
C: -1.3396 0.6718 0.5445
C: -0.6352 -0.5144 -0.1045
N: -0.2486 -0.5035 -1.3971
H: 3.2264 -0.1875 1.9862
H: 0.8719 -0.0587 -3.1775
H: -2.3147 0.5347 0.8385
H: -1.5246 1.5441 -0.0653
H: -0.7995 1.0639 1.4080
H: -1.0678 -1.5122 0.2135

Its highest occupied orbital energy is -14.63 eV. For the largest force on an atom, the calculation gives 7.523 eV/Å. Its molecular weight is 80.11 g/mol. For the energy above the lowest of the compared OMol25 structures with the same formula, charge and spin, the calculation gives 166.0 kcal per mole. As for the charge: +1. The calculation puts the HOMO-LUMO gap at 8.3 eV. As for the total energy: -6757.977 eV.